(1)
Density functional theory data (the ωB97M-V functional and the def2-TZVPD basis) for a cluster of 7 separate species, C16H37BCl12N in total.

- charge = -1
- 2S+1 = 1
- molecular weight (g mol⁻¹) = 679.73

Cartesian coordinates (Å):
B -1.981 3.095 0.265
C -1.413 2.039 1.429
C 0.100 2.152 1.768
C 0.364 2.736 3.156
C 1.645 3.553 3.265
N 1.836 4.151 4.604
H -2.883 3.791 0.718
H -1.081 3.856 -0.125
H -2.398 2.452 -0.718
H -1.600 0.998 1.152
H -1.977 2.223 2.350
H 0.509 1.142 1.711
H 0.603 2.759 1.014
H -0.460 3.412 3.413
H 0.365 1.945 3.913
H 2.510 2.938 3.010
H 1.577 4.358 2.532
H 2.663 3.784 5.051
H 1.046 3.915 5.188
Cl 3.593 0.027 2.695
C 3.286 -1.535 1.889
C 3.443 -1.459 0.392
Cl 2.137 -0.501 -0.352
H 2.278 -1.848 2.154
H 3.998 -2.246 2.304
H 3.371 -2.463 -0.026
H 4.397 -1.024 0.112
Cl 7.099 -3.174 -1.474
C 8.215 -3.180 -0.085
C 7.520 -2.801 1.196
Cl 7.012 -1.094 1.204
H 9.030 -2.496 -0.309
H 8.613 -4.190 0.001
H 8.197 -2.938 2.037
H 6.634 -3.412 1.355
Cl -4.369 5.750 -0.328
C -3.816 5.272 -1.941
C -4.949 4.837 -2.835
Cl -5.696 3.294 -2.341
H -3.073 4.484 -1.799
H -3.334 6.143 -2.385
H -4.583 4.686 -3.850
H -5.736 5.588 -2.851
Cl 1.975 -7.673 -0.681
C 1.337 -6.338 0.317
C 1.926 -5.008 -0.064
Cl 3.665 -4.897 0.341
H 1.540 -6.577 1.357
H 0.260 -6.309 0.164
H 1.420 -4.214 0.483
H 1.827 -4.815 -1.129
Cl -4.645 -2.473 1.416
C -4.670 -0.771 0.843
C -4.411 -0.664 -0.634
Cl -2.741 -1.077 -1.072
H -3.932 -0.217 1.413
H -5.661 -0.381 1.068
H -4.562 0.370 -0.945
H -5.075 -1.310 -1.206
Cl -4.109 0.676 -3.881
C -3.400 -0.479 -5.031
C -4.264 -1.697 -5.239
Cl -4.324 -2.748 -3.801
H -2.412 -0.749 -4.666
H -3.296 0.045 -5.980
H -3.860 -2.301 -6.050
H -5.283 -1.412 -5.486

=====

(2)
Density functional theory data (the ωB97M-V functional and the def2-TZVPD basis) for the molecule C2H4OS2 in a non-equilibrium geometry.

- SMILES = C=C=[S@H](=O)S
- 2S+1 = 1
- molecular weight (g mol⁻¹) = 108.19

Cartesian coordinates (Å):
C -1.801 -0.419 0.206
C -0.646 0.035 0.539
S 0.911 -0.183 -0.499
O 1.523 -1.402 -0.019
S 1.919 1.608 0.029
H -2.616 -0.378 0.923
H -2.271 -1.019 -0.589
H 1.624 -0.071 -1.832
H 1.356 1.828 1.241

=====

(3)
Density functional theory data (the ωB97M-V functional and the def2-TZVPD basis) for the molecule C2H4N2O2.

- SMILES = [H]/N=C/OC(N)=O
- 2S+1 = 1
- molecular weight (g mol⁻¹) = 88.07

Cartesian coordinates (Å):
H -1.285 -0.222 -2.212
N -0.891 -0.198 -1.278
C 0.320 0.161 -1.312
O 1.129 0.247 -0.242
C 0.758 -0.093 1.070
N -0.533 0.129 1.389
O 1.624 -0.460 1.815
H 0.892 0.440 -2.199
H -0.786 -0.175 2.315
H -1.229 0.170 0.654

=====

(4)
Density functional theory data (the ωB97M-V functional and the def2-TZVPD basis) for the molecule C20H24N2O6S in a non-equilibrium geometry.

- SMILES = CCOC(=O)c1ccccc1NC(=O)CN(c1ccc(OCC)cc1)S(C)(=O)=O
- 2S+1 = 1
- molecular weight (g mol⁻¹) = 420.49

Cartesian coordinates (Å):
C -4.016 -3.238 -0.318
C -3.529 -1.796 -0.349
O -2.214 -1.693 -0.897
C -1.200 -1.996 -0.083
O -1.359 -2.338 1.070
C 0.115 -1.871 -0.746
C 0.203 -1.824 -2.138
C 1.425 -1.715 -2.766
C 2.587 -1.660 -2.010
C 2.522 -1.707 -0.632
C 1.293 -1.797 0.017
N 1.241 -1.852 1.413
C 1.754 -0.973 2.308
O 1.705 -1.176 3.501
C 2.362 0.322 1.762
N 1.710 0.818 0.575
C 0.325 1.058 0.582
C -0.345 1.326 -0.608
C -1.714 1.525 -0.632
C -2.460 1.447 0.539
O -3.814 1.580 0.636
C -4.560 1.995 -0.489
C -4.410 3.486 -0.779
C -1.789 1.179 1.731
C -0.423 0.992 1.758
S 2.709 1.517 -0.569
C 2.549 3.290 -0.226
O 2.240 1.277 -1.899
O 4.047 1.108 -0.266
H -5.043 -3.267 0.034
H -3.968 -3.674 -1.314
H -3.396 -3.825 0.355
H -3.528 -1.374 0.661
H -4.154 -1.187 -1.004
H -0.708 -1.876 -2.713
H 1.478 -1.672 -3.842
H 3.547 -1.580 -2.494
H 3.427 -1.675 -0.046
H 0.524 -2.467 1.792
H 2.337 1.051 2.584
H 3.407 0.156 1.496
H 0.205 1.359 -1.531
H -2.180 1.719 -1.584
H -5.597 1.772 -0.221
H -4.296 1.400 -1.373
H -5.049 3.763 -1.612
H -4.700 4.061 0.097
H -3.380 3.730 -1.026
H -2.365 1.109 2.640
H 0.043 0.780 2.705
H 2.957 3.475 0.758
H 1.498 3.544 -0.276
H 3.110 3.827 -0.980

=====

Ordered relative energy (zero: lowest compared OMol25 entry of this formula, charge and spin) results: 0.0, 122.0, 21.1, 19.3; unit kcal per mole.
Ordered orbital gap results: 6.47, 8.59, 11.31, 8.60; unit eV.
Ordered total energy results: -6233.761729, -950.014216, -338.619647, -1735.680481; unit Ha.